Entry from the OMol25 dataset: C21H25N3O5 in the gas phase (the ωB97M-V functional and the def2-TZVPD basis).

Calculated values
* SMILES: Cc1cc(C(=O)NC[C@@H]2[C@@H](C)CCCN2C(=O)c2ccc(=O)oc2)ncc1CO
* HOMO-LUMO gap: 0.3427 hartree
* multiplicity: 1
* ΔE to the lowest compared entry with this formula, charge and spin: 34.3 kcal per mole
* highest occupied orbital energy: -9.122 eV
* E: -1355.7454 hartree

Structure (XYZ):
```
54
Properties=species:S:1:pos:R:3:forces:R:3:nbo_charge:R:1
C -3.386 -0.229 -1.440 -0.009 -0.060 0.055 -0.65
C -2.224 -0.170 -0.490 -0.019 -0.019 -0.140 0.04
C -0.954 0.146 -0.946 -0.056 -0.040 -0.102 -0.22
C 0.098 0.184 -0.051 0.007 0.090 -0.011 0.10
C 1.472 0.548 -0.544 0.112 -0.003 -0.137 0.64
O 1.678 0.812 -1.722 0.017 0.042 0.019 -0.64
N 2.420 0.561 0.406 -0.058 -0.181 0.157 -0.60
C 3.773 0.988 0.149 0.036 -0.075 0.017 -0.22
C 3.843 2.481 -0.148 0.165 0.061 -0.081 -0.05
C 5.264 3.048 -0.218 0.075 0.078 0.108 -0.22
C 6.176 2.251 -1.141 0.025 -0.081 -0.024 -0.61
C 5.191 4.509 -0.674 0.011 0.070 -0.077 -0.40
C 4.200 5.347 0.133 0.066 0.145 -0.012 -0.41
C 2.849 4.650 0.192 -0.162 0.030 -0.215 -0.21
N 3.029 3.312 0.750 -0.228 -0.014 -0.057 -0.45
C 3.026 3.119 2.099 0.266 -0.102 0.066 0.68
O 3.717 2.288 2.672 -0.064 -0.008 -0.102 -0.63
C 2.078 3.966 2.880 -0.193 0.018 -0.088 -0.28
C 0.715 4.192 2.482 0.002 -0.040 -0.036 -0.11
C -0.117 4.909 3.255 0.058 -0.089 -0.089 -0.34
C 0.340 5.489 4.505 -0.131 -0.002 -0.124 0.73
O -0.295 6.164 5.260 -0.043 0.078 0.117 -0.55
O 1.664 5.213 4.838 0.066 0.030 0.097 -0.45
C 2.464 4.478 4.056 0.046 -0.024 0.071 0.26
N -0.043 -0.059 1.247 0.092 0.013 0.047 -0.44
C -1.258 -0.358 1.687 -0.029 0.005 0.191 0.06
C -2.379 -0.426 0.870 0.064 0.016 0.044 -0.08
C -3.716 -0.788 1.442 -0.041 -0.037 0.060 -0.08
O -3.688 -0.600 2.847 -0.084 -0.022 -0.007 -0.72
H -4.079 0.595 -1.257 -0.019 -0.013 -0.013 0.23
H -3.047 -0.168 -2.472 0.011 0.039 -0.014 0.23
H -3.944 -1.160 -1.324 -0.022 0.021 -0.003 0.22
H -0.769 0.359 -1.990 0.056 0.006 0.003 0.24
H 2.125 0.363 1.351 -0.030 0.015 -0.001 0.43
H 4.377 0.722 1.008 0.052 0.024 0.106 0.23
H 4.163 0.453 -0.719 -0.087 0.053 -0.057 0.22
H 3.379 2.603 -1.132 -0.001 0.037 -0.006 0.22
H 5.674 3.017 0.799 -0.017 -0.011 0.006 0.21
H 5.745 2.168 -2.142 -0.009 0.009 0.006 0.21
H 7.146 2.742 -1.233 -0.015 0.021 -0.009 0.21
H 6.357 1.243 -0.767 -0.008 -0.004 -0.009 0.21
H 6.188 4.953 -0.632 0.006 0.013 0.027 0.21
H 4.891 4.531 -1.729 -0.007 -0.049 0.029 0.20
H 4.572 5.498 1.152 -0.024 -0.050 0.009 0.20
H 4.091 6.340 -0.311 0.000 -0.035 -0.015 0.22
H 2.108 5.221 0.745 0.130 0.004 0.149 0.22
H 2.447 4.530 -0.819 0.018 -0.005 0.004 0.20
H 0.356 3.750 1.560 0.036 -0.006 -0.018 0.23
H -1.148 5.071 2.982 -0.018 0.062 0.101 0.24
H 3.447 4.343 4.484 0.031 -0.026 -0.028 0.22
H -1.349 -0.543 2.749 -0.048 -0.008 -0.024 0.21
H -4.495 -0.171 0.981 0.005 -0.005 0.011 0.17
H -3.935 -1.837 1.198 -0.053 0.043 -0.017 0.18
H -4.557 -0.809 3.201 0.024 -0.015 0.016 0.48
```
Positions in Å, forces in eV/Å.

Entry from the OMol25 dataset: C21H25N3O6S in the gas phase (the ωB97M-V functional and the def2-TZVPD basis).

Calculated values
* SMILES: CCOc1ccc(CCNS(=O)(=O)c2ccc3c(c2)NC(=O)CC(=O)N3)cc1OCC
* HOMO-LUMO gap: 0.3291 hartree
* multiplicity: 1
* ΔE to the lowest compared entry with this formula, charge and spin: 2.9 kcal per mole
* highest occupied orbital energy: -8.588 eV
* E: -1829.1690 hartree

Structure (XYZ):
```
56
Properties=species:S:1:pos:R:3:forces:R:3:nbo_charge:R:1
C -3.626 0.524 3.452 0.192 -0.199 -0.378 -0.63
C -3.361 0.021 2.043 -0.514 0.148 0.155 -0.06
H -4.040 -0.809 1.800 0.116 0.088 -0.026 0.17
H -3.521 0.821 1.309 0.041 -0.140 0.059 0.18
O -2.014 -0.441 1.983 0.292 -0.030 -0.212 -0.56
C -1.684 -1.176 0.867 -0.116 -0.101 -0.071 0.31
C -1.346 -2.509 1.030 -0.161 0.279 0.049 -0.24
C -0.953 -3.285 -0.045 -0.025 0.009 -0.131 -0.24
C -0.913 -2.737 -1.316 -0.122 -0.117 0.016 0.00
C -1.249 -1.401 -1.489 -0.139 0.139 0.037 -0.28
C -1.628 -0.606 -0.418 -0.046 0.016 0.207 0.25
O -1.946 0.719 -0.519 -0.009 -0.194 0.275 -0.53
C -1.961 1.322 -1.802 -0.086 0.223 -0.324 -0.06
C -2.450 2.755 -1.652 0.142 -0.446 0.102 -0.62
H -2.529 3.214 -2.633 0.000 0.079 -0.087 0.22
H -3.428 2.767 -1.178 -0.113 0.027 0.020 0.22
H -1.764 3.340 -1.046 0.068 0.113 0.026 0.22
H -2.639 0.766 -2.462 0.133 -0.005 0.050 0.18
H -0.950 1.301 -2.232 -0.089 -0.066 0.008 0.18
H -1.197 -0.985 -2.482 -0.020 0.103 -0.082 0.22
C -0.458 -3.543 -2.498 0.357 0.149 0.090 -0.43
H -0.636 -4.604 -2.326 -0.055 -0.026 -0.073 0.22
H -1.004 -3.237 -3.392 -0.065 -0.082 -0.043 0.21
C 1.046 -3.338 -2.742 -0.257 -0.523 0.137 -0.22
N 1.358 -1.945 -2.958 0.745 0.444 0.192 -0.88
S 2.681 -1.280 -2.191 -0.406 0.018 -0.234 2.32
O 3.144 -0.223 -3.043 -0.255 0.111 0.006 -0.94
O 3.586 -2.317 -1.789 -0.284 -0.026 0.188 -0.93
C 1.967 -0.558 -0.723 0.408 -0.143 -0.326 -0.33
C 1.635 0.777 -0.738 -0.115 0.100 0.076 -0.21
C 1.135 1.405 0.402 0.000 -0.663 0.091 0.11
C 0.965 0.644 1.573 0.161 -0.063 -0.540 0.22
C 1.319 -0.708 1.559 0.021 0.169 -0.219 -0.23
C 1.821 -1.312 0.425 0.094 -0.030 0.111 -0.18
H 2.125 -2.345 0.426 0.027 -0.165 0.098 0.24
H 1.208 -1.276 2.469 -0.063 -0.090 0.105 0.22
N 0.557 1.193 2.780 0.367 -0.226 0.477 -0.63
C -0.347 2.187 3.030 -0.121 -0.003 -0.184 0.71
O -0.599 2.521 4.162 -0.163 0.089 0.212 -0.58
C -1.004 2.779 1.807 -0.105 0.251 0.222 -0.64
C -0.011 3.550 0.973 -0.166 -0.121 -0.028 0.69
O -0.039 4.746 0.811 -0.123 0.236 0.006 -0.58
N 0.929 2.781 0.347 0.419 0.268 -0.364 -0.62
H 1.486 3.276 -0.340 -0.089 0.061 0.211 0.42
H -1.793 3.458 2.128 0.153 -0.077 -0.025 0.27
H -1.410 1.964 1.205 -0.027 -0.001 -0.010 0.28
H 0.815 0.664 3.604 -0.043 0.212 -0.057 0.41
H 1.815 1.341 -1.641 -0.029 0.179 -0.087 0.24
H 1.270 -1.616 -3.905 0.158 0.230 -0.148 0.41
H 1.615 -3.644 -1.862 -0.092 -0.232 -0.077 0.22
H 1.370 -3.957 -3.587 0.078 0.068 0.123 0.20
H -0.692 -4.321 0.106 0.028 -0.155 0.014 0.21
H -1.393 -2.926 2.025 -0.017 -0.016 0.146 0.22
H -4.639 0.912 3.517 -0.110 0.059 0.032 0.21
H -3.511 -0.288 4.164 -0.012 -0.061 0.106 0.21
H -2.925 1.311 3.713 0.036 0.132 0.076 0.22
```
Positions in Å, forces in eV/Å.